# 1
Below is 2 unconnected molecules or ions with the total composition C10H17N2 at a distorted geometry, with properties calculated with ωB97M-V with the def2-TZVPD basis set.

Each line ends with the Mulliken charge.
CARTESIAN COORDINATES (ANGSTROEM)
C 2.0782 1.9277 -1.9310  -0.23
C 2.4719 1.9576 -0.6542  -0.78
C 1.4230 0.7812 -2.4736  -0.42
C 2.1545 0.7704 0.0943  0.15
C 1.2206 -0.2992 -1.7770  -0.34
C -0.9827 -0.6558 2.6694  -1.54
C -1.8504 -1.8588 0.5633  -1.37
C -1.9985 0.9166 -0.6312  -1.06
C 1.1668 -1.3144 0.4032  -1.11
C -1.2013 -0.6515 1.1360  1.08
N 1.5818 -0.3419 -0.4210  0.30
N -1.3594 0.5803 0.5987  -0.07
H 2.2002 2.6329 -2.7075  0.41
H 3.1614 2.6623 -0.2536  0.43
H 1.1997 0.8542 -3.5358  0.38
H 2.5074 0.7124 1.1592  0.26
H 0.4730 -1.0166 -2.1024  0.33
H -0.3614 0.2444 2.9594  0.36
H -0.5088 -1.5980 2.7555  0.40
H -1.9549 -0.4962 2.9905  0.54
H -2.2886 -1.7170 -0.3598  0.46
H -1.0980 -2.6933 0.5303  0.30
H -2.6722 -2.2729 1.1904  0.34
H -2.1594 0.0763 -1.2363  0.33
H -2.9794 1.2059 -0.4118  0.47
H -1.5520 1.7848 -1.2411  0.28
H 1.6187 -1.2395 1.3830  0.28
H 0.8770 -2.2934 0.0553  0.56
H -1.1673 1.3415 1.2478  0.27

Energy relative to the best compared isomer or geometry (same formula, charge and spin) = 47.4 kcal/mol
Spin multiplicity = 1
Total charge = +1
HOMO energy = -0.389 hartree

---

# 2
Below is a gas-phase ion, C10H17N2 (charge +1) at a distorted geometry, with properties calculated with ωB97M-V with the def2-TZVPD basis set.

Each line ends with the Mulliken charge.
CARTESIAN COORDINATES (ANGSTROEM)
C 2.0131 -0.0207 0.0013  1.22
C 1.6747 -1.2884 -0.3165  -0.18
C -0.2357 0.6924 0.0137  0.22
C -1.6670 1.3422 0.0557  -0.79
C -2.1352 -0.1590 0.0370  1.20
C 3.5562 0.2016 -0.0347  -1.51
C 1.9409 -2.7024 0.0316  -0.80
C -2.8481 -0.6982 -1.2518  -1.26
C -2.9013 -0.5750 1.1865  -1.53
C 1.4716 2.4076 -0.0112  -1.07
N 1.0662 1.0007 0.0576  0.04
N -0.7096 -0.5084 0.1177  -0.53
H -1.9060 1.8101 0.9365  0.38
H -2.0124 2.0430 -0.7191  0.35
H 4.0552 -0.7797 -0.1381  0.36
H 3.6996 0.7839 -0.9820  0.41
H 3.9315 0.7135 0.7512  0.41
H 1.3306 -3.4074 -0.4785  0.34
H 3.0199 -2.6737 -0.4058  0.34
H 1.7505 -2.8429 1.0967  0.25
H -2.3084 -0.2972 -2.1914  0.32
H -3.9636 -0.4852 -1.2141  0.35
H -2.7424 -1.8180 -1.1995  0.34
H -2.3544 -0.3790 2.1990  0.34
H -3.0552 -1.7169 1.1355  0.33
H -3.8294 0.0230 1.2589  0.39
H 0.8682 2.9122 -0.7193  0.36
H 1.3249 2.7915 1.0240  0.35
H 2.5953 2.5511 -0.3275  0.38

Energy relative to the best compared isomer or geometry (same formula, charge and spin) = 84.0 kcal/mol
Spin multiplicity = 1
Total charge = +1
HOMO energy = -0.477 hartree

---

# 3
Below is a molecular structure, C10H17N2OSiTl, with properties calculated with ωB97M-V with the def2-TZVPD basis set.

Each line ends with the Mulliken charge.
CARTESIAN COORDINATES (ANGSTROEM)
Tl -0.2478 0.9261 -0.6373  0.77
C 3.4250 -3.8363 -0.2272  -0.96
Si 2.8992 -2.9017 1.2541  0.23
C 2.0993 -4.3005 2.8396  -0.54
C 3.9883 -1.6310 1.9940  -0.95
C 1.2879 -3.2432 2.0019  -0.60
H 4.4727 -4.1339 -0.1701  0.37
H 3.3274 -3.1790 -1.0980  0.34
H 2.8000 -4.7124 -0.3996  0.38
H 3.2115 -4.3347 2.6123  0.18
H 1.7973 -5.3241 2.6369  0.36
H 2.0973 -4.0903 3.9055  0.36
H 5.0239 -1.9694 2.0500  0.37
H 3.6472 -1.3230 2.9820  0.38
H 3.9793 -0.7506 1.3425  0.35
H 0.8433 -2.4819 2.6338  0.36
H 0.5291 -3.7105 1.3832  0.37
N -6.9062 2.4368 -3.8613  -0.30
C -6.4284 2.7518 -2.6417  0.33
O -7.0284 3.4162 -1.8287  -0.58
C -5.0455 2.2301 -2.2744  0.91
C -4.5638 2.6152 -1.0292  -0.66
C -3.3193 2.1828 -0.6281  -0.03
N -2.5463 1.3942 -1.3912  -0.47
C -3.0103 1.0221 -2.5903  -0.30
C -4.2468 1.4149 -3.0660  -0.59
H -7.8178 2.7864 -4.1100  0.25
H -6.4001 1.9067 -4.5446  0.15
H -5.1748 3.2476 -0.4002  0.49
H -2.9244 2.4723 0.3395  0.37
H -2.3706 0.3854 -3.1904  0.37
H -4.5521 1.0688 -4.0431  0.29

Energy relative to the best compared isomer or geometry (same formula, charge and spin) = 17.5 kcal/mol
Spin multiplicity = 1
Total charge = +2
HOMO energy = -0.540 hartree

---

# 4
Below is 2 unconnected molecules or ions with the total composition C10H17N3S at a distorted geometry, with properties calculated with ωB97M-V with the def2-TZVPD basis set.

Each line ends with the Mulliken charge.
CARTESIAN COORDINATES (ANGSTROEM)
C 3.0618 0.6317 -0.2254  0.28
C 1.1716 -0.8472 0.1889  0.37
C 0.1246 -1.7467 0.5554  -0.46
C -1.0812 -2.0344 -0.3123  -1.16
C -2.2673 -0.9815 -0.5847  0.26
C -1.9314 0.3103 -1.2596  -0.04
C -2.7059 1.4409 -1.1376  -1.04
C -2.8070 1.9477 0.3199  -0.37
C -2.7127 0.7608 1.2986  -0.51
C -3.0792 -0.4942 0.7452  -1.48
H 3.1906 2.7010 -0.3988  0.33
H 4.9394 1.1458 -0.9779  0.34
H 0.7101 -2.6564 0.8560  0.48
H -0.3777 -1.6364 1.5722  0.36
H -1.3799 -3.0139 0.1802  0.35
H -0.7492 -2.2051 -1.2459  0.46
H -3.3487 -1.3433 -1.0750  0.28
H -1.8311 -0.2008 -2.3663  0.21
H -0.8754 0.3197 -0.9169  0.10
H -2.2573 2.3402 -1.7159  0.35
H -3.6675 1.5416 -1.7659  0.37
H -1.7641 2.6133 0.4967  0.19
H -3.7674 2.7788 0.2271  0.21
H -1.7433 0.3361 1.5063  0.19
H -3.2530 1.0018 2.2585  0.40
H -3.1937 -1.3391 1.3728  0.53
H -4.1186 -0.4966 0.3588  0.56
N 4.2526 1.4880 -0.0847  -0.59
N 2.9295 -0.2502 -1.1454  -0.51
N 1.7798 -1.0803 -0.9872  -0.27
S 2.1321 0.1929 1.2265  -0.17

Energy relative to the best compared isomer or geometry (same formula, charge and spin) = 207.5 kcal/mol
Spin multiplicity = 1
Total charge = 0
HOMO energy = -0.338 hartree

---

# 5
Below is a single C10H17N5 molecule at a distorted geometry, with properties calculated with ωB97M-V with the def2-TZVPD basis set.

Each line ends with the Mulliken spin population.
CARTESIAN COORDINATES (ANGSTROEM)
C 2.6110 -0.3560 -0.3861  1.67
C -0.7890 0.1842 -2.0786  0.02
C -0.8263 -2.1843 1.4692  0.17
C -0.4851 -2.3316 -0.0116  0.03
C -1.0303 -0.6732 1.6398  1.09
C 0.2616 -1.0214 -0.3284  1.02
C -0.3019 3.7191 0.8551  0.00
C 0.8123 -1.4425 -2.7395  -0.02
C -0.9133 2.3268 0.7797  0.02
C 0.1711 1.2579 0.6558  0.36
N 3.4333 0.3438 -0.7739  -0.28
N -1.6108 0.9063 -2.4253  0.02
N -0.4101 -0.0546 0.4793  0.07
N 1.6908 -1.2210 -0.0101  -0.37
N 0.1902 -0.6210 -1.7194  -0.33
H -1.7132 -2.7508 1.7433  -0.23
H 0.0009 -2.5350 2.0898  -0.38
H 0.1159 -3.2124 -0.2307  -0.18
H -1.3969 -2.3571 -0.6097  0.06
H -2.0945 -0.4168 1.6513  0.23
H -0.5806 -0.3047 2.5710  -0.09
H 0.3600 3.8024 1.7152  0.00
H 0.2747 3.9280 -0.0425  0.00
H -1.0815 4.4708 0.9463  0.00
H 1.8927 -1.4599 -2.5922  0.03
H 0.4267 -2.4670 -2.7187  0.01
H 0.5980 -1.0041 -3.7123  0.07
H -1.5671 2.2520 -0.0899  -0.01
H -1.5109 2.1370 1.6733  0.01
H 0.7859 1.4794 -0.2195  0.23
H 0.8236 1.2868 1.5464  -0.19
H 1.8630 -1.6811 0.8727  -1.00

Energy relative to the best compared isomer or geometry (same formula, charge and spin) = 0.0 kcal/mol
Spin multiplicity = 3
Total charge = 0
HOMO energy (alpha / beta) = -0.107 / -0.382 hartree
Expectation value of S² = 2.01

---

# 6
Below is a single C10H17NS molecule at a distorted geometry, with properties calculated with ωB97M-V with the def2-TZVPD basis set.

Each line ends with the Mulliken charge.
CARTESIAN COORDINATES (ANGSTROEM)
C -1.6972 2.2166 -1.1434  -0.96
N -1.0454 1.0637 -0.6169  0.22
C -0.9350 -0.0281 -1.3662  -0.07
S -1.3440 -0.3283 -2.9096  -0.34
C 0.3020 -0.9291 -0.3458  0.72
C 0.0163 -2.4024 -0.3871  -1.72
C 1.5512 -0.4186 -0.9348  -1.37
C 1.3279 1.1528 -0.6260  -0.69
C 0.0499 1.1764 0.3250  -0.52
C 0.0352 -0.2125 0.9579  1.77
C 1.1784 -0.3801 2.0220  -1.44
C -1.2985 -0.5577 1.5801  -2.00
H -2.0555 1.9450 -2.1814  0.25
H -2.4305 2.7057 -0.4793  0.28
H -1.0246 3.0057 -1.3488  0.41
H -0.0988 -2.6672 0.6199  0.36
H 0.8058 -3.0059 -0.7616  0.43
H -0.8902 -2.6860 -0.9569  0.34
H 1.7633 -0.6819 -1.9489  0.43
H 2.4258 -0.9183 -0.3854  0.41
H 2.2685 1.5628 -0.2275  0.45
H 1.1300 1.6716 -1.5800  0.36
H 0.1206 2.1527 0.8481  0.37
H 2.0313 -0.8709 1.4209  0.25
H 1.0432 -1.1572 2.8694  0.36
H 1.5212 0.5260 2.4180  0.40
H -1.4785 -1.5297 1.2895  0.43
H -2.0682 0.0482 1.1866  0.40
H -1.2040 -0.4535 2.6623  0.48

Structure (SMILES) = CN1C(=S)[C@@]2(C)CC[C@@H]1C2(C)C
Energy relative to the best compared isomer or geometry (same formula, charge and spin) = 5.4 kcal/mol
Spin multiplicity = 1
Total charge = 0
HOMO energy = -0.294 hartree